Record 1
The following is a DFT calculation (ωB97M-V with the def2-TZVPD basis set) of a structure of composition C38H41BCl2N2O3PW in a non-equilibrium geometry.

Geometry as XYZ:
```
89
Properties=species:S:1:pos:R:3:forces:R:3:lowdin_charge:R:1
W 0.385385 0.369059 -0.413829 0.66 -0.31 -0.77 1.67
C -4.883688 -4.554471 -2.580239 -0.01 0.01 0.00 -0.07
C -5.137130 -3.799431 -1.443004 0.00 -0.01 0.00 -0.07
C -4.295664 -2.751223 -1.101969 0.00 0.02 0.00 -0.09
C -3.190196 -2.455408 -1.897544 0.07 -0.01 -0.17 -0.38
C -2.938301 -3.222715 -3.033933 -0.01 0.00 -0.01 -0.10
C -3.786312 -4.264103 -3.378372 0.00 0.00 0.00 -0.07
P -2.044472 -1.099770 -1.502946 -0.20 0.04 0.34 1.10
C -2.284171 -0.900084 0.288311 -0.15 -0.08 0.03 -0.38
C -2.940888 0.144679 0.809771 0.06 0.04 -0.04 -0.03
C -2.655427 0.704877 2.153041 0.02 -0.03 -0.04 -0.13
C -2.594396 -0.044954 3.507444 0.01 -0.02 0.01 -0.07
C -0.662938 -1.033123 3.400743 0.13 0.01 0.05 -0.09
C -0.304908 -1.096257 1.903004 -0.23 -0.05 -0.05 -0.20
C -2.790005 0.434389 -2.138821 -0.02 0.00 0.06 -0.32
C -4.043959 0.449338 -2.699286 0.05 -0.05 -0.01 -0.06
C -4.612831 1.637879 -3.190856 0.00 0.04 -0.01 -0.05
C -3.894280 2.796511 -3.147268 -0.03 -0.02 0.01 -0.02
C -2.582046 2.815277 -2.618218 0.03 -0.04 -0.01 -0.16
C -1.808609 4.004317 -2.695379 0.01 0.01 0.02 0.00
C -0.503634 4.026829 -2.306987 -0.04 0.02 0.01 -0.06
C 0.057087 2.866479 -1.737931 -0.06 0.00 0.09 -0.15
C -0.677451 1.711496 -1.542945 -0.13 0.31 -0.02 -0.26
C -2.019363 1.636571 -2.068962 0.03 -0.03 -0.18 -0.18
H -5.541579 -5.372145 -2.842925 0.00 0.00 0.00 0.11
H -5.993087 -4.026047 -0.821078 0.00 0.00 0.00 0.11
H -4.501790 -2.157688 -0.219422 0.01 0.00 0.00 0.10
H -2.075740 -3.003101 -3.652666 0.01 0.00 0.00 0.10
H -3.587061 -4.852243 -4.264139 0.00 0.00 0.00 0.11
H -3.498898 0.791667 0.142540 -0.01 -0.01 0.00 0.11
H -3.236992 1.612569 2.306728 0.01 0.00 0.02 0.15
H -3.388199 0.185706 4.210925 -0.02 -0.01 -0.02 0.15
H 0.063749 -1.498483 4.060443 0.02 0.01 -0.02 0.16
H 0.652768 -1.586565 1.722614 -0.04 -0.06 -0.01 0.13
H -4.604626 -0.474284 -2.773222 -0.02 0.01 0.02 0.11
H -5.608987 1.622056 -3.611406 0.00 0.00 -0.01 0.11
H -4.307670 3.717664 -3.538980 0.00 0.00 -0.02 0.12
H -2.277859 4.893000 -3.100167 0.02 0.00 -0.04 0.12
H 0.096290 4.921195 -2.406249 0.00 0.00 -0.01 0.11
H 1.095852 2.905759 -1.427024 -0.02 0.02 0.06 0.04
Cl 0.825490 3.903500 1.320897 -0.03 0.14 0.10 0.60
C 2.228147 4.966239 1.093427 0.01 -0.03 -0.02 -0.94
Cl 3.015558 4.713433 -0.468493 0.00 0.03 0.00 0.56
H 2.939759 4.752571 1.881238 0.01 -0.03 -0.03 0.03
H 1.877948 5.990214 1.131776 0.00 -0.01 0.03 0.03
N -2.726223 -2.741350 5.728426 0.01 0.03 0.03 0.18
C -2.461881 -2.219168 4.741126 -0.03 -0.05 0.00 -0.15
C -2.127477 -1.556318 3.488509 0.02 0.03 -0.01 -0.33
C -1.115237 0.409177 3.682088 -0.01 0.05 -0.01 -0.09
C -1.107931 1.077805 2.292988 0.12 0.17 0.09 -0.20
N -0.240960 0.305932 1.429972 0.08 -0.41 -0.20 -0.17
C -1.489954 -1.858352 1.177971 -0.02 0.07 0.02 -0.23
C -2.359052 -2.360799 2.274619 0.01 -0.02 0.01 0.08
H -0.729079 0.938741 4.546121 0.00 -0.01 0.01 0.15
H -0.904569 2.142424 2.234171 0.00 -0.01 -0.04 0.09
H -1.096930 -2.672210 0.559687 -0.01 -0.01 0.02 0.14
H -3.163343 -3.067642 2.141470 0.00 -0.01 0.00 0.12
C 5.000699 -1.420072 1.070600 -0.01 -0.03 0.05 0.00
C 3.903632 -0.523391 1.613416 0.00 0.03 -0.01 -0.43
C 3.338884 -1.109112 2.898095 -0.04 0.03 0.00 -0.01
O 2.810823 -0.526832 0.638588 0.22 0.06 -0.04 0.02
B 2.418192 0.774553 0.424098 -0.46 -0.09 0.32 -0.67
O 3.174493 1.690980 1.061221 0.02 0.11 -0.11 0.05
C 4.290054 1.004281 1.710085 0.03 0.01 -0.01 -0.44
C 4.374888 1.540326 3.128661 0.04 -0.01 -0.01 0.00
C 5.540190 1.378957 0.930276 -0.02 -0.01 -0.03 0.00
H 4.625519 -2.440781 0.995353 0.00 0.00 0.00 0.10
H 5.860089 -1.426695 1.742256 0.00 0.00 0.00 0.10
H 5.332221 -1.103258 0.084550 0.00 0.00 0.00 0.08
H 2.944135 -2.103747 2.686766 0.01 -0.01 0.00 0.10
H 2.533776 -0.492757 3.300221 -0.02 0.00 -0.01 0.09
H 4.110648 -1.210695 3.660452 0.00 0.02 0.01 0.10
H 3.409075 1.499616 3.628724 0.01 -0.02 0.01 0.09
H 4.703302 2.579109 3.103256 -0.01 0.01 0.00 0.09
H 5.099375 0.975837 3.716584 0.02 0.01 -0.01 0.10
H 5.455263 1.095551 -0.118765 0.00 -0.01 0.00 0.10
H 6.427714 0.905867 1.349898 0.00 0.01 0.01 0.10
H 5.672353 2.459379 0.975603 -0.01 0.00 -0.01 0.10
C 3.107301 -1.797480 -2.436562 -0.01 0.01 0.00 -0.03
C 1.740193 -1.292192 -2.849971 -0.11 -0.23 -0.03 -0.46
C 1.769409 -0.366989 -4.049613 -0.01 0.01 0.02 -0.03
O 1.157716 -0.569114 -1.768988 0.00 0.41 0.61 -0.39
H 3.597353 -2.267327 -3.289128 -0.02 -0.03 0.00 0.09
H 3.031841 -2.524164 -1.628941 0.00 0.03 0.02 0.09
H 3.724205 -0.964197 -2.097222 0.01 0.00 -0.03 0.08
H 1.061991 -2.132426 -3.035349 0.04 0.00 -0.04 0.14
H 2.405491 0.496058 -3.844950 0.01 0.00 0.00 0.09
H 0.766318 -0.014459 -4.290045 0.00 0.01 0.01 0.08
H 2.170576 -0.894267 -4.914945 -0.01 -0.01 0.00 0.09
```
Forces are in eV/Å.

charge	+1
E	-3161.280303	a.u.
orbital gap (spin up / spin down)	6.990 / 7.600	eV
HOMO level (spin up / spin down)	-10.47 / -10.90	eV
ΔE to the lowest compared entry with this formula, charge and spin	584.2	kJ/mol
spin multiplicity	3

---

Record 2
The following is a DFT calculation (ωB97M-V with the def2-TZVPD basis set) of a structure of composition C38H41BrN6PTi in a non-equilibrium geometry.

Geometry as XYZ:
```
88
Properties=species:S:1:pos:R:3:forces:R:3:lowdin_charge:R:1
Ti 0.051449 -1.049969 0.416899 -1.20 -1.00 -0.81 1.00
C -1.514048 2.412326 2.596089 -0.04 -0.05 0.09 0.02
C -0.783550 1.451874 1.737904 -0.19 0.00 0.22 -0.31
N -1.116852 0.206998 1.583843 0.43 0.79 0.05 -0.03
C -2.210053 -0.330511 2.358643 -0.57 -0.47 0.49 -0.16
C -2.361971 -1.814685 2.019700 -0.70 0.43 0.17 -0.13
N -1.041421 -2.378146 1.714754 -0.33 -0.60 0.33 -0.15
C -0.228475 -2.710859 2.893584 0.49 -0.32 0.43 -0.16
C 1.048945 -3.326058 2.330367 -0.45 -0.17 0.56 -0.13
N 1.530621 -2.417228 1.280842 0.13 0.21 0.06 -0.12
C 2.425045 -3.057582 0.298060 0.33 -0.21 -0.70 -0.11
C 1.981037 -2.586079 -1.101848 0.31 -0.75 0.01 -0.13
N 1.636764 -1.200272 -0.903139 0.76 0.64 -0.33 -0.04
C 2.425754 -0.211609 -1.162596 -0.10 -0.18 -0.12 -0.24
C 3.679545 -0.246954 -1.961246 0.06 -0.21 -0.08 0.04
C 1.971724 1.034108 -0.539339 -0.14 0.46 0.21 -0.21
C 2.543600 2.294530 -0.686768 -0.21 -0.29 0.16 0.07
C 2.022516 3.352706 0.047314 -0.13 -0.17 0.01 0.03
C 0.946992 3.128693 0.894939 -0.02 -0.30 -0.04 0.06
C 0.391887 1.851035 0.969441 0.49 0.22 -0.33 -0.23
N 0.897290 0.834005 0.248942 0.87 1.29 0.45 -0.02
H -1.758516 1.965714 3.559318 0.00 0.00 0.03 0.09
H -2.461719 2.680604 2.121797 -0.09 -0.01 -0.12 0.10
H -0.951823 3.323277 2.770525 0.01 0.00 0.02 0.10
H -3.148900 0.198477 2.151353 0.18 -0.03 0.04 0.13
H -1.990073 -0.193914 3.428586 -0.03 -0.04 -0.19 0.12
H -2.989198 -1.932889 1.127030 0.18 -0.01 0.19 0.13
H -2.843313 -2.344434 2.852991 0.10 0.05 -0.22 0.15
H -1.224934 -3.275594 1.253550 0.12 0.36 -0.15 0.12
H -0.741988 -3.420955 3.553217 0.02 0.14 -0.09 0.15
H -0.007127 -1.808622 3.470469 -0.07 -0.11 -0.13 0.05
H 0.813688 -4.295809 1.873200 0.08 0.17 0.07 0.14
H 1.797515 -3.495032 3.114202 -0.10 0.03 -0.19 0.15
H 2.022328 -1.631100 1.741056 0.20 -0.11 0.10 0.08
H 2.351943 -4.146271 0.363945 -0.01 0.17 0.06 0.14
H 3.475267 -2.794166 0.473834 -0.21 0.02 0.07 0.14
H 1.073811 -3.120520 -1.406675 0.25 0.08 -0.02 0.11
H 2.762645 -2.760850 -1.844084 -0.14 0.05 0.04 0.13
H 3.796782 -1.171883 -2.519659 -0.03 0.05 -0.01 0.10
H 4.556056 -0.132388 -1.318612 -0.03 0.04 0.06 0.11
H 3.700349 0.582531 -2.665946 -0.06 0.05 -0.06 0.11
H 3.385829 2.445686 -1.341514 0.10 -0.01 -0.10 0.13
H 2.443677 4.342017 -0.040459 0.08 0.07 0.00 0.14
H 0.557420 3.937785 1.487994 -0.13 0.10 0.05 0.13
C -0.521012 1.046590 -5.913735 0.03 -0.04 0.05 -0.04
C 0.242118 0.156472 -5.168565 0.06 -0.02 -0.10 -0.05
C 0.061788 0.072619 -3.801625 0.06 0.04 0.13 -0.10
C -0.885602 0.882698 -3.174792 0.32 0.10 0.30 -0.33
C -1.646335 1.782795 -3.918926 0.14 -0.12 0.13 -0.07
C -1.460481 1.851703 -5.289710 -0.01 0.02 -0.06 -0.04
P -1.217778 0.537872 -1.421802 -1.18 -1.00 -0.87 1.16
C -2.446954 1.743820 -0.869006 0.35 -0.12 0.10 -0.36
C -2.170091 3.111459 -0.941118 0.04 -0.24 0.01 -0.10
C -3.082649 4.020762 -0.437498 -0.04 0.14 0.10 -0.05
C -4.255078 3.575272 0.158137 -0.01 0.02 -0.06 -0.04
C -4.539882 2.217208 0.213134 -0.05 0.00 0.13 -0.05
C -3.634856 1.299971 -0.287718 0.13 -0.02 -0.15 -0.09
C -2.006743 -1.091014 -1.569958 0.25 0.35 0.18 -0.38
C -3.106677 -1.428362 -2.352308 -0.07 -0.23 0.16 -0.04
C -3.429387 -2.766932 -2.490464 -0.02 0.31 -0.11 -0.02
C -2.637222 -3.736327 -1.886917 0.38 -0.09 0.30 -0.03
C -1.539308 -3.384373 -1.107347 -0.09 -0.30 -0.12 -0.11
C -1.206862 -2.038282 -0.921160 -0.23 0.37 -0.30 -0.26
H -0.385913 1.102156 -6.982282 0.00 0.02 -0.11 0.12
H 0.966742 -0.476412 -5.660537 0.03 -0.03 -0.03 0.12
H 0.627209 -0.644268 -3.212229 -0.06 0.01 -0.15 0.09
H -2.390066 2.403165 -3.445324 -0.09 0.05 0.01 0.10
H -2.065924 2.529848 -5.870694 -0.03 0.08 -0.08 0.12
H -1.260290 3.454114 -1.418511 0.04 0.07 -0.01 0.12
H -2.886483 5.079679 -0.509834 0.02 0.10 0.00 0.12
H -4.957004 4.287166 0.563797 -0.09 0.08 0.00 0.12
H -5.467655 1.872475 0.644278 -0.11 0.01 0.03 0.12
H -3.854672 0.239399 -0.270261 -0.08 0.01 0.06 0.10
H -3.683051 -0.659240 -2.842986 -0.10 0.07 -0.12 0.13
H -4.272634 -3.065380 -3.093234 -0.10 -0.02 -0.06 0.13
H -2.878836 -4.779142 -2.027581 0.00 -0.10 0.00 0.13
H -0.946537 -4.191008 -0.678234 -0.01 0.02 0.03 0.11
Br 0.911409 0.483386 4.354000 0.15 0.10 0.31 0.93
C 2.693245 0.489903 3.690964 -0.06 -0.10 -0.13 -0.68
C 3.699925 1.003175 4.487869 0.00 0.00 -0.05 -0.07
C 4.972847 1.072916 3.941474 -0.26 -0.08 -0.16 0.00
C 5.167485 0.604554 2.648409 -0.03 -0.02 0.00 -0.02
C 4.093963 0.052424 1.972995 0.20 0.11 0.05 -0.12
N 2.855174 -0.002205 2.471101 -0.06 0.01 0.30 0.00
H 3.495044 1.328907 5.494307 -0.04 0.10 0.07 0.12
H 5.786458 1.489749 4.513380 0.11 0.02 0.06 0.13
H 6.136262 0.659466 2.181952 0.15 -0.07 -0.06 0.12
H 4.209795 -0.376766 0.986054 0.15 0.01 -0.07 0.09
```
Forces are in eV/Å.

charge	+3
E	-5565.229288	a.u.
orbital gap	6.507	eV
HOMO level	-16.02	eV
ΔE to the lowest compared entry with this formula, charge and spin	72.5	kJ/mol